(1)
23
Properties=species:S:1:pos:R:3:forces:R:3 method="wB97M-V/def2-TZVPD" lumo_energy_ha=0.0188 spin_multiplicity=1 e_above_lowest_kj_mol=139.1 homo_lumo_gap_ha=0.3390 e_tot_ha=-579.6242 homo_ev=-8.71
C 1.612 -2.637 -0.451 0.682 2.801 2.246
C 2.727 -1.858 0.003 -1.813 -0.425 -1.605
C 0.344 -2.062 -0.393 -1.414 -0.456 -0.433
C 2.617 -0.483 0.174 -1.406 -2.148 -0.187
C 0.182 -0.689 -0.086 1.306 0.384 -0.110
C 1.364 0.099 0.137 -1.420 0.008 -0.655
C -3.746 -0.116 -0.009 -1.278 0.712 -0.147
C -1.139 -0.025 -0.041 -1.900 -2.902 0.311
C -3.016 -1.128 0.313 5.033 0.192 -0.454
C -3.028 1.168 -0.446 1.118 -2.619 -0.235
C 1.307 1.526 0.630 0.619 -0.290 0.899
N -1.563 1.104 -0.283 -0.677 -0.519 -0.605
F -3.100 -2.428 0.641 -0.647 1.342 -0.236
H 1.828 -3.658 -0.414 -0.379 -1.610 -0.681
H 3.601 -2.453 0.098 1.063 0.198 0.250
H -0.578 -2.707 -0.594 1.320 1.091 0.357
H 3.405 0.107 0.500 1.588 0.906 0.371
H -4.834 -0.086 -0.037 0.144 -0.041 0.029
H -3.253 1.294 -1.489 0.040 0.432 -0.555
H -3.322 1.969 0.104 -1.334 2.495 1.426
H 0.497 2.204 0.269 0.640 -0.929 0.430
H 1.186 1.175 1.719 0.086 1.863 -0.950
H 2.325 2.003 0.451 -1.371 -0.485 0.533

(2)
23
Properties=species:S:1:pos:R:3:forces:R:3 method="wB97M-V/def2-TZVPD" lumo_energy_ha=0.0187 spin_multiplicity=1 e_above_lowest_kj_mol=526.6 smiles=Cc1cccc(-c2cccnc2)n1 homo_lumo_gap_ha=0.3366 e_tot_ha=-534.4864 homo_ev=-8.65
C -0.618 3.559 -0.210 0.812 -3.970 4.149
C 0.335 2.262 -0.104 0.516 1.262 -0.892
C 1.733 2.274 -0.349 -3.333 7.096 -0.604
C 2.348 1.141 -0.610 6.355 -2.179 -4.376
C 1.719 -0.041 -0.648 2.406 -1.508 -0.705
C 0.472 0.051 -0.089 2.093 -8.066 0.447
C -0.139 -1.213 0.414 -2.711 2.180 2.387
C -0.042 -2.394 -0.173 1.176 -1.923 -3.304
C -0.932 -3.500 -0.022 0.262 -1.933 -1.913
C -2.122 -3.423 0.662 5.750 7.770 0.501
C -1.181 -1.141 1.384 -3.928 -4.266 -1.751
H -0.113 4.452 -0.330 0.816 1.678 -0.722
H -1.561 3.401 -0.615 -1.107 -0.425 -2.620
H -1.157 3.585 0.782 1.315 0.334 0.112
H 2.003 3.366 -0.667 0.668 -2.314 0.891
H 3.443 0.951 -1.235 -2.698 1.773 2.342
H 2.429 -0.860 -1.088 -2.460 0.856 1.329
H 0.735 -2.239 -0.987 -0.935 -1.719 0.689
H -0.852 -4.471 -0.601 0.830 1.296 0.560
H -2.627 -4.249 0.915 -2.881 -2.284 0.690
H -1.515 -0.421 2.127 0.686 0.374 -0.535
N -0.176 1.063 0.141 -4.155 5.882 1.197
N -2.183 -2.155 1.303 0.524 0.088 2.128

(3)
35
Properties=species:S:1:pos:R:3:forces:R:3 method="wB97M-V/def2-TZVPD" lumo_energy_ha=0.0603 spin_multiplicity=1 total_charge=-1 homo_lumo_gap_ha=0.2482 e_tot_ha=-1375.8275 homo_ev=-5.11
C 3.648 0.340 3.653 -0.038 -0.043 0.158
C 3.090 -0.179 2.348 -0.350 -0.115 -0.039
O 1.703 0.237 2.187 0.459 -0.457 -0.315
C 1.082 -0.509 1.227 0.817 -0.674 -0.915
N -0.178 -0.007 0.917 1.572 -0.192 0.131
C -1.164 -0.966 1.045 -1.629 -1.626 -0.950
C -2.213 -0.506 2.058 -0.018 -0.340 -0.064
O -1.285 -1.995 0.374 0.228 1.488 1.013
O 1.667 -1.429 0.655 -0.862 1.012 0.751
H 4.727 0.128 3.640 -0.230 0.101 0.168
H 3.502 1.422 3.796 0.002 -0.376 -0.110
H 3.195 -0.212 4.492 0.173 0.355 -0.197
H 3.662 0.192 1.478 -0.259 -0.276 0.333
H 3.080 -1.281 2.351 0.337 0.516 -0.154
H -1.685 -0.090 2.923 -0.211 -0.086 -0.075
H -2.760 0.332 1.592 0.122 -0.291 0.157
H -2.909 -1.312 2.353 0.361 0.389 -0.251
O -2.953 -1.551 -4.455 0.264 1.443 1.394
N -3.110 -0.669 -3.592 -0.934 -0.035 0.288
O -4.229 -0.169 -3.328 1.406 -0.663 -0.591
C -1.995 -0.178 -2.783 -0.258 -0.399 0.534
C -2.228 0.794 -1.792 0.294 -0.355 -0.289
C -1.176 1.306 -1.010 0.256 -0.096 -0.564
N -1.409 2.407 -0.095 -0.491 0.331 0.751
O -2.595 2.616 0.248 1.587 -0.025 -0.497
O -0.446 3.074 0.323 -1.331 -1.046 -0.766
C 0.112 0.647 -0.949 0.015 1.312 1.820
C 0.352 -0.245 -2.017 1.525 -1.010 -1.580
N 1.574 -0.608 -2.596 -2.086 0.010 0.872
O 2.742 -0.465 -2.284 -0.772 -0.017 -0.401
O 1.235 -1.314 -3.778 0.740 0.185 0.998
N -0.121 -1.375 -3.957 -0.664 1.118 1.594
C -0.651 -0.706 -2.906 0.075 -0.300 -2.151
H -3.256 1.145 -1.641 0.658 0.023 -0.191
H 0.991 1.126 -0.477 -0.758 0.138 -0.860

(4)
22
Properties=species:S:1:pos:R:3:forces:R:3 method="wB97M-V/def2-TZVPD" lumo_energy_ha=0.0106 spin_multiplicity=1 e_above_lowest_kj_mol=319.6 smiles=COc1ccc2ccccc2c1 homo_lumo_gap_ha=0.3104 e_tot_ha=-500.2783 homo_ev=-8.16
C -0.480 -1.190 -3.504 0.845 -1.798 0.732
C -0.662 -1.339 -0.999 1.513 -0.133 -3.046
C -0.960 -1.965 0.186 -2.719 -1.731 2.382
C -0.839 -1.222 1.392 -1.803 -2.110 0.486
C -0.519 0.098 1.535 3.968 1.685 -2.896
C -0.002 0.733 2.699 2.156 0.319 0.241
C 1.068 1.617 2.629 1.000 0.409 4.283
C 1.501 2.230 1.452 -0.121 4.149 -2.182
C 0.803 1.879 0.352 0.389 -0.833 -3.373
C 0.086 0.640 0.315 -1.963 -0.697 -0.348
C -0.060 -0.092 -0.912 -0.581 1.773 0.070
H 0.566 -0.742 -3.615 -1.199 -1.100 0.404
H -1.164 -0.382 -3.590 -0.826 0.713 0.347
H -0.736 -1.919 -4.289 0.550 0.498 0.063
H -1.615 -2.970 0.250 2.183 2.192 -0.334
H -1.043 -1.650 2.377 -0.308 -0.760 -0.527
H -0.076 0.283 3.657 -0.775 -0.398 0.767
H 1.690 1.875 3.668 -1.992 -0.697 -2.813
H 2.058 3.300 1.195 -0.835 -3.110 1.805
H 0.947 2.358 -0.693 0.016 -0.600 1.975
H 0.161 0.512 -1.803 0.241 -0.665 0.270
O -0.723 -2.053 -2.301 0.262 2.893 1.695

(5)
23
Properties=species:S:1:pos:R:3:forces:R:3 method="wB97M-V/def2-TZVPD" lumo_energy_ha=0.0129 spin_multiplicity=1 e_above_lowest_kj_mol=392.2 homo_lumo_gap_ha=0.3022 e_tot_ha=-575.4823 homo_ev=-7.87
C 0.047 0.799 -0.111 0.367 -0.057 -0.055
C 1.681 -1.203 -0.271 -0.236 -0.178 -0.543
C -1.390 0.866 0.185 -0.370 0.529 0.125
C 2.326 -1.029 0.986 -0.388 0.152 0.736
C 0.955 1.761 -0.038 -0.153 -0.155 0.014
C 2.338 -1.853 -1.232 -0.087 0.021 -0.012
C -2.108 1.970 0.403 0.239 -0.313 -0.068
C 2.807 -0.886 2.076 -0.125 -0.076 -0.689
C -3.088 -1.003 0.382 0.485 0.132 -0.149
C 0.306 -0.618 -0.567 0.248 0.206 -0.763
C -1.864 -0.512 0.169 0.004 -0.478 0.147
O -3.392 -2.323 0.375 0.110 -0.180 -0.040
O -0.789 -1.384 -0.059 -0.236 -0.013 0.371
H 1.987 1.585 -0.289 0.182 -0.080 -0.032
H 0.692 2.753 0.283 -0.081 0.233 0.073
H 1.915 -2.006 -2.211 -0.177 0.033 -0.146
H 3.323 -2.254 -1.062 0.144 -0.041 0.084
H -3.162 1.928 0.608 -0.231 -0.018 0.060
H -1.652 2.943 0.374 0.111 0.205 -0.019
H -2.575 -2.812 0.207 -0.051 -0.031 0.004
H 3.288 -0.769 3.000 0.220 0.078 0.564
H -3.934 -0.366 0.577 -0.036 0.082 0.035
H 0.212 -0.624 -1.672 0.061 -0.053 0.302

(6)
55
Properties=species:S:1:pos:R:3:forces:R:3 method="wB97M-V/def2-TZVPD" lumo_energy_ha=-0.0195 spin_multiplicity=1 e_above_lowest_kj_mol=37.9 homo_lumo_gap_ha=0.3536 e_tot_ha=-85368.0667 homo_ev=-10.15
C -1.236 -1.118 3.948 -1.445 -0.625 0.615
Br -0.667 -2.975 3.948 -0.011 0.529 0.157
Br 0.093 0.119 3.531 0.559 0.288 0.144
Br -2.319 -0.627 5.560 0.824 -0.258 -0.661
H -1.981 -1.047 3.174 -0.068 -0.099 -0.198
C 6.917 -0.791 -0.581 0.325 -1.185 0.368
Br 7.833 -2.569 -0.308 -0.783 1.010 0.024
Br 6.769 0.235 1.035 -0.069 -0.235 -0.130
Br 5.288 -0.936 -1.566 -0.021 -0.124 0.394
H 7.596 -0.299 -1.224 0.598 0.555 -0.406
C -0.777 -4.247 -3.175 0.548 -0.689 0.618
Br -1.893 -3.629 -1.673 0.537 -0.437 -0.909
Br 0.174 -5.955 -2.649 -0.764 1.195 -0.441
Br 0.524 -2.935 -3.740 -0.022 -0.123 0.356
H -1.363 -4.445 -4.076 -0.069 -0.142 0.631
C 3.411 -3.613 1.040 2.155 0.570 0.248
Br 2.947 -5.127 2.065 -0.410 -0.432 0.287
Br 3.613 -2.014 2.186 -0.605 -0.264 -0.552
Br 2.489 -3.450 -0.595 -0.636 0.249 -0.238
H 4.456 -3.750 0.732 -0.499 -0.122 0.193
C -1.526 -1.579 -6.392 0.688 0.578 -1.007
Br -2.804 -2.583 -5.464 -0.515 -0.304 0.513
Br -2.416 -0.199 -7.443 0.118 -0.366 -0.440
Br -0.261 -2.766 -7.329 -0.660 0.735 0.043
H -0.936 -0.914 -5.784 0.269 -0.528 0.721
C 1.538 1.111 -3.915 0.425 0.226 1.210
Br 0.822 1.530 -5.621 0.068 -0.100 -0.051
Br 1.958 2.643 -2.809 -0.066 0.645 -0.121
Br 3.159 0.032 -3.909 -0.761 -0.135 -0.527
H 0.772 0.687 -3.275 0.088 -0.761 -0.579
C -1.614 3.749 4.962 0.774 -0.250 1.455
Br 0.161 4.672 5.063 -1.267 -0.457 -0.055
Br -2.728 4.323 3.577 -0.208 0.417 -0.502
Br -2.544 3.721 6.727 0.572 0.191 -0.914
H -1.391 2.711 4.772 0.206 -0.101 0.061
C -5.768 -0.899 3.524 -1.858 0.072 -0.527
Br -4.655 -2.303 2.841 0.275 0.181 0.205
Br -5.281 0.895 2.971 0.284 -0.357 -0.015
Br -6.087 -0.935 5.436 0.191 -0.196 -0.331
H -6.766 -1.094 3.044 1.162 0.316 0.664
C -3.297 4.781 -1.061 -0.148 -0.252 2.332
Br -4.012 5.587 0.633 0.182 -0.147 -0.754
Br -4.546 3.530 -1.700 -0.083 -0.606 -0.296
Br -1.529 4.068 -0.618 -0.597 0.326 -0.576
H -3.301 5.597 -1.727 0.650 0.700 -0.739
C 3.447 2.257 2.067 0.978 0.042 0.707
Br 4.493 3.871 1.781 -0.288 0.021 0.362
Br 1.575 2.513 2.030 -0.173 0.438 -0.746
Br 3.823 1.361 3.777 0.337 0.301 -0.516
H 3.875 1.656 1.281 -0.666 -0.626 -0.102
C -1.214 0.353 -1.043 0.766 -1.110 0.477
Br 0.493 -0.626 -0.628 -1.095 0.477 -0.336
Br -2.450 0.200 0.432 0.052 -0.057 -0.397
Br -1.967 -0.143 -2.759 0.163 0.293 0.514
H -0.896 1.365 -1.073 -0.005 0.733 -0.235

(7)
30
Properties=species:S:1:pos:R:3:forces:R:3 method="wB97M-V/def2-TZVPD" lumo_energy_ha="-0.5554 / -0.6857" spin_multiplicity=9 e_above_lowest_kj_mol=0.0 total_charge=+4 homo_lumo_gap_ha="0.2530 / 0.1825" e_tot_ha=-2630.3135 homo_ev="-22.00 / -23.62"
Pm -0.539 2.483 -2.540 0.617 2.400 0.031
Rh 0.514 0.167 -1.307 4.703 2.100 -0.084
Cl 0.859 3.743 -0.852 -1.032 -1.030 -1.083
Cl 1.612 0.744 -3.328 -0.875 0.788 0.308
C -0.207 -1.260 -2.129 -3.295 -8.581 -4.923
C -1.934 4.677 -3.455 -1.799 5.490 -1.680
C -0.359 3.347 -4.957 3.038 2.089 -5.886
O -0.646 -2.181 -2.695 1.667 4.079 2.418
O -2.243 5.706 -3.894 1.438 -5.138 2.153
O 0.048 3.805 -5.943 -2.281 -2.243 4.865
C -2.255 -0.789 0.304 0.177 -0.108 -0.497
P -0.627 -0.034 0.492 -2.206 0.205 4.864
C -0.806 1.433 1.546 0.134 -0.090 -0.143
C 0.455 -1.176 1.439 -0.907 0.756 -1.781
C 1.400 -0.706 2.362 -0.599 1.174 -0.560
C 2.313 -1.603 2.918 1.203 -1.214 0.956
C 2.309 -2.943 2.533 0.414 -0.343 0.163
C 1.374 -3.403 1.600 1.043 -1.321 0.789
C 0.424 -2.525 1.067 -0.844 0.913 -0.739
H -2.918 -0.038 -0.146 -0.066 -0.203 0.212
H -2.620 -1.081 1.297 -0.095 0.084 -0.116
H -2.210 -1.655 -0.367 -0.210 0.087 0.232
H -1.238 1.096 2.503 -0.024 0.284 -0.175
H 0.182 1.899 1.696 -0.496 0.061 -0.048
H -1.483 2.141 1.040 0.234 -0.111 0.404
H 1.435 0.354 2.624 0.110 -0.296 0.056
H 3.044 -1.246 3.645 -0.130 -0.083 -0.065
H 3.050 -3.638 2.942 -0.221 0.241 -0.096
H 1.379 -4.443 1.268 0.044 0.095 0.167
H -0.312 -2.877 0.337 0.260 -0.086 0.258

(8)
26
Properties=species:S:1:pos:R:3:forces:R:3 method="wB97M-V/def2-TZVPD" lumo_energy_ha="-0.0432 / -0.0593" spin_multiplicity=2 e_above_lowest_kj_mol=0.0 homo_lumo_gap_ha="0.3126 / 0.2947" e_tot_ha=-2271.4412 homo_ev="-9.68 / -9.63"
Cu 0.781 0.270 -1.651 1.605 0.269 0.089
C 2.467 2.667 -3.942 -0.003 -0.076 -0.044
H 2.023 3.601 -3.584 0.170 -0.188 0.065
H 3.518 2.590 -3.644 -0.280 0.068 0.107
H 2.432 2.678 -5.035 -0.134 -0.176 0.184
H 1.900 1.810 -3.537 0.276 0.398 -0.329
H 0.029 0.378 -2.895 -1.219 -0.039 -0.442
O 3.718 -0.813 0.701 -1.320 0.266 -0.404
C 2.646 -0.499 0.194 1.908 0.397 -0.928
O 2.476 0.273 -0.861 0.572 -0.765 1.057
C 1.351 -0.938 0.781 -1.948 0.733 -0.165
C 1.213 -1.630 1.991 -0.452 -0.162 0.293
C -0.048 -1.768 2.539 0.203 0.043 -0.581
C -1.169 -1.151 1.933 0.191 0.409 -1.037
C -2.470 -1.186 2.487 -0.289 -0.185 0.106
C -3.534 -0.545 1.885 0.389 -0.229 0.150
C -3.308 0.188 0.691 0.844 -0.283 0.029
C -2.040 0.236 0.107 -1.280 0.276 -0.354
C -0.963 -0.462 0.680 0.380 -0.504 1.074
N 0.291 -0.432 0.120 -0.519 -0.399 1.130
H 2.107 -2.025 2.459 -0.103 0.028 -0.062
H -0.234 -2.361 3.424 0.230 0.065 0.201
H -2.599 -1.776 3.397 -0.092 0.282 -0.195
H -4.539 -0.611 2.331 0.622 0.107 -0.323
H -4.160 0.689 0.245 0.260 0.095 -0.122
H -1.887 0.818 -0.817 -0.010 -0.433 0.500